a:
Entry from the Open Molecules 2025 dataset: an isolated molecule of C7H7NO3 (wB97M-V/def2-TZVPD).

Geometry as XYZ:
```
18
Properties=species:S:1:pos:R:3
O -1.0330 2.6535 2.7924
O -2.4944 0.4471 0.8178
O -1.7766 1.0644 4.0844
N -1.1547 1.5089 3.1503
C 0.9023 0.8478 1.9163
C 1.4115 0.8103 0.7023
C -0.5410 -0.1998 -0.3767
C -1.1862 -0.8365 -1.5867
C 0.7586 0.2525 -0.4367
C -1.2940 0.2290 0.8022
C -0.4812 0.3887 2.1938
H 2.4945 1.0614 0.6517
H 1.5591 1.2873 2.7733
H -1.3803 0.0467 -2.1749
H -0.5417 -1.5860 -1.9389
H -2.1879 -1.3338 -1.5088
H 1.3443 0.1573 -1.3604
H -0.7932 -0.4879 2.8552
```

Summary:
total charge: 0

=====

b:
Entry from the Open Molecules 2025 dataset: an isolated molecule of C7H7NO3 (wB97M-V/def2-TZVPD).

Geometry as XYZ:
```
18
Properties=species:S:1:pos:R:3
O -2.6722 -1.2071 0.7026
O 2.5542 0.7730 -1.1667
O 1.3916 3.0783 -0.5540
N -1.2229 -2.9561 0.5159
C -0.7475 1.9381 -0.1750
C 1.3296 0.5209 -0.3980
C 0.7803 -0.6328 -0.0895
C -1.3285 0.8152 0.3543
C -0.5974 -0.4501 0.2658
C -1.5335 -1.6005 0.5790
C 0.6134 1.8717 -0.4689
H 3.2781 -0.0008 -1.4625
H -2.0606 -3.6019 0.8717
H -2.4047 0.6196 0.7683
H 2.4541 2.8598 -0.3543
H -0.2003 -3.5035 0.6345
H -0.9905 2.9674 0.0825
H 1.3568 -1.4912 -0.1057
```

Summary:
total charge: 0

=====

c:
Entry from the Open Molecules 2025 dataset: an isolated molecule of C7H7NO3 (wB97M-V/def2-TZVPD).

Geometry as XYZ:
```
18
Properties=species:S:1:pos:R:3
O 1.2876 -1.9977 -1.4464
O -1.2359 1.4814 2.8452
O -0.1131 -0.7676 -3.2874
N 0.9181 0.6650 2.9217
C -0.0826 -0.3299 -2.0182
C -0.9655 0.6207 -1.4933
C 0.5498 -0.6458 0.4336
C 0.5933 -1.0107 -0.9478
C -0.1870 0.4565 0.7941
C -1.1100 1.0164 -0.1596
C -0.2106 0.9841 2.2622
H -1.7903 1.8196 0.1955
H 1.7843 -2.5657 -0.9472
H 1.6766 0.4701 2.3645
H 0.9085 0.9758 3.9079
H 0.6370 -1.3755 -3.1102
H 0.9299 -1.3476 1.2529
H -1.6048 1.0917 -2.2318
```

Summary:
total charge: 0

=====

Energies in kcal/mol, measured from the most stable structure: a 88.0; b 58.5; c 0.0.

=====

a:
Entry from the Open Molecules 2025 dataset: a cluster of 14 separate species, H30NO13 in total (wB97M-V/def2-TZVPD).

Geometry as XYZ:
```
44
Properties=species:S:1:pos:R:3
O 9.8943 -9.7571 31.9975
O 6.4440 -6.5984 29.6918
O 6.3423 -13.0948 27.5021
O 10.7487 -12.9632 28.7469
O 6.4321 -12.1292 30.1698
O 10.0359 -12.1180 26.1463
O 8.9638 -6.8850 30.0943
O 12.0418 -9.9347 29.2965
O 8.0842 -7.0058 27.2516
O 5.9291 -8.9687 29.6499
O 6.8246 -11.0973 25.7612
O 6.0597 -8.6912 26.4835
O 11.1759 -8.9903 27.0325
N 8.7384 -10.0503 28.4518
H 8.5304 -8.9931 28.7496
H 6.3820 -11.3920 30.7730
H 9.3158 -10.1066 32.7641
H 6.2130 -7.5677 29.6155
H 10.4162 -10.5246 31.7630
H 5.0952 -8.5226 26.8026
H 10.5005 -12.3750 26.8722
H 6.7026 -11.4540 26.6352
H 8.9696 -7.0231 31.0657
H 5.8640 -8.6797 30.5375
H 11.2128 -8.0009 26.8006
H 6.3865 -10.1952 25.9774
H 9.3584 -10.6348 29.0371
H 8.2560 -6.2331 30.1618
H 6.3255 -12.8515 28.3641
H 9.0827 -10.0926 27.5142
H 12.8477 -10.4490 29.1770
H 6.4216 -7.7728 27.0202
H 5.7552 -6.3520 30.2394
H 8.9526 -6.7796 26.8741
H 5.0630 -9.3805 29.2500
H 11.0890 -9.4475 26.1971
H 10.7503 -13.8685 28.9158
H 11.4863 -12.7515 28.9921
H 9.3065 -12.4506 25.9269
H 5.5119 -13.0991 27.1195
H 11.9586 -9.4039 28.4925
H 8.0704 -10.7287 28.4981
H 6.8379 -12.6632 30.8079
H 8.2447 -6.5369 28.2078
```

Summary:
total charge: +1

=====

b:
Entry from the Open Molecules 2025 dataset: a cluster of 14 separate species, H30NO13 in total (wB97M-V/def2-TZVPD).

Geometry as XYZ:
```
44
Properties=species:S:1:pos:R:3
O -3.5444 -1.7499 -0.3334
O 0.5321 -3.4185 1.1869
O 2.6960 -2.0568 -0.2976
O -1.8671 -2.0146 1.8124
O -2.7151 1.3692 -1.4756
O -0.5430 3.3514 -1.2616
O 2.0800 0.1152 2.7311
O -0.1478 -0.0788 -3.4249
O 1.7110 1.6709 -2.0924
O 3.1200 1.2932 0.2089
O -0.3452 -2.3664 -1.3365
O -2.4081 1.9395 1.7421
O 1.4401 2.8959 1.8551
N -0.1237 0.2285 0.3679
H 1.9409 0.9410 -2.7495
H 0.0574 1.0298 0.9147
H -0.9044 -2.9298 -1.8816
H 0.1836 -0.5352 0.7093
H -3.1313 -1.9866 0.4130
H -3.1855 -2.2159 -0.9835
H -3.3350 1.8259 2.0213
H -0.7426 0.2238 -4.1502
H -3.0781 2.2281 -1.5254
H -0.6495 -0.6728 -2.8800
H 2.1003 -0.7051 3.4096
H -1.9210 -1.7960 2.7065
H -3.0087 0.7707 -2.1612
H 1.2987 -3.8794 1.4761
H 2.4853 1.8277 -1.4425
H 3.4606 -2.5763 -0.5806
H 1.0274 3.9027 1.6333
H 0.2417 -3.6455 0.3518
H 0.5150 0.4391 -0.4542
H -2.7689 2.2765 0.8446
H 2.6688 1.8721 0.8292
H -1.0710 0.0946 0.1941
H -0.9655 -2.5748 1.8237
H 2.1785 3.1341 2.3760
H 0.2245 2.9345 -1.5678
H -1.1870 2.5087 -1.2472
H 2.9472 0.2972 0.5386
H 0.3666 -2.3790 -1.9278
H 2.1139 0.8643 3.2926
H 2.2532 -2.4534 0.3343
```

Summary:
total charge: +1

=====

Energies in kcal/mol, measured from the most stable structure: a 45.4; b 0.0.

=====

a:
Entry from the Open Molecules 2025 dataset: a cluster of 2 separate species, C6H12S in total (wB97M-V/def2-TZVPD).

Geometry as XYZ:
```
19
Properties=species:S:1:pos:R:3
S 4.1701 0.0332 0.9676
C -0.2080 -1.7425 -1.6353
C 3.9770 0.6985 -0.5092
C -0.2068 0.0900 0.1462
C -0.7959 1.3797 0.6548
C -0.6282 -0.4058 -0.9827
C 0.8352 -0.5641 0.9872
H 0.0035 2.1552 0.6728
H -0.9289 -2.1704 -2.2281
H 1.0211 -1.5907 0.6499
H -1.1505 1.3107 1.6619
H 3.6300 0.0567 -1.3499
H -1.5798 1.6546 0.1457
H 4.1061 1.8121 -0.7386
H 0.7809 -0.4833 2.1029
H 1.8188 0.0014 0.7858
H 0.1009 -2.4913 -0.9306
H 0.5999 -1.6348 -2.3288
H -1.4841 0.1685 -1.6125
```

Summary:
total charge: 0

=====

b:
Entry from the Open Molecules 2025 dataset: a cluster of 2 separate species, C6H12S in total (wB97M-V/def2-TZVPD).

Geometry as XYZ:
```
19
Properties=species:S:1:pos:R:3
S 1.1749 1.4746 -1.1859
C 1.9678 2.3382 0.0067
C -1.3334 0.6474 -1.8730
C 0.9981 -1.5796 0.9173
C -0.3103 -1.0342 1.4466
C -0.4769 1.3704 -0.8145
C -1.2769 -1.6878 0.8843
H -0.6301 -0.2885 2.1932
H 2.8938 2.6247 -0.3216
H -1.1646 -2.4426 0.1635
H -1.9344 -0.0015 -1.3258
H -0.8300 0.1202 -2.5861
H -2.2947 -1.5295 1.1917
H 1.3640 -2.1445 1.6679
H 1.7099 -0.6676 0.7420
H 1.7097 2.0631 0.9400
H 1.0009 -2.0794 -0.0709
H -0.6111 1.4453 0.2835
H -1.9567 1.3712 -2.2592
```

Summary:
total charge: 0

=====

Energies in kcal/mol, measured from the most stable structure: a 0.0; b 57.1.